The following is a DFT calculation (ωB97M-V with the def2-TZVPD basis set) of a cluster of 2 separate species, C2H8O2 in total at a distorted geometry.

Summary:
* highest occupied orbital energy: -10.052 eV
* energy above the lowest of the compared OMol25 structures with the same formula, charge and spin: 23.7 kcal per mole
* E: -231.4246 a.u.
* SMILES: CO.CO
* Kohn-Sham gap: 10.773 eV
* E_LUMO: 0.72 eV
* net charge: 0
* strongest force on any atom: 0.054 Eh/bohr

Geometry (Å):
C  2.13154  0.58415  1.09584
O  1.21257  1.21572  1.93302
H  3.18439  0.77065  1.36668
H  1.97226  0.91367  0.05534
H  1.93999  -0.50051  1.15460
H  0.45299  0.67433  1.63247
C  -1.74600  -0.81593  -1.48534
O  -1.44459  -0.28072  -0.26921
H  -2.06943  -0.00032  -2.15377
H  -2.57141  -1.54142  -1.39063
H  -0.88137  -1.32462  -1.94388
H  -2.18094  0.30500  0.00490

The following is a DFT calculation (ωB97M-V with the def2-TZVPD basis set) of a cluster of 3 separate species, C2H8O2 in total at a distorted geometry.

Summary:
* highest occupied orbital energy: -9.736 eV
* energy above the lowest of the compared OMol25 structures with the same formula, charge and spin: 41.0 kcal per mole
* E: -231.3969 a.u.
* SMILES: C=C.O.O
* Kohn-Sham gap: 10.583 eV
* E_LUMO: 0.85 eV
* net charge: 0
* strongest force on any atom: 0.062 Eh/bohr

Geometry (Å):
C  0.89847  1.25430  -1.13838
C  1.70677  0.40769  -0.47723
H  0.19022  1.45277  -0.34330
H  0.99799  1.89353  -2.05496
H  1.65644  0.05812  0.58804
H  2.41036  -0.24260  -0.97770
O  -1.30089  -3.43666  -0.19540
H  -0.59517  -4.06317  0.08065
H  -2.06181  -3.80449  0.19227
O  -1.59111  2.03199  1.15950
H  -1.41515  1.75878  2.14436
H  -0.89611  2.68975  1.02216

The following is a DFT calculation (ωB97M-V with the def2-TZVPD basis set) of a cluster of 2 separate species, C2H8O2 in total at a distorted geometry.

Summary:
* highest occupied orbital energy: -10.277 eV
* energy above the lowest of the compared OMol25 structures with the same formula, charge and spin: 23.8 kcal per mole
* E: -231.4244 a.u.
* SMILES: CO.CO
* Kohn-Sham gap: 11.222 eV
* E_LUMO: 0.94 eV
* net charge: 0
* strongest force on any atom: 0.028 Eh/bohr

Geometry (Å):
C  0.27161  -1.66588  -1.29805
O  -0.04641  -0.96587  -2.52393
H  1.19508  -2.25431  -1.43057
H  -0.56313  -2.36020  -1.10378
H  0.39533  -1.01002  -0.41990
H  0.07867  -1.59044  -3.26869
C  -0.01263  1.32883  1.63444
O  -1.00407  2.25075  1.20712
H  0.14690  0.46079  0.97287
H  -0.37592  0.96529  2.61038
H  0.95405  1.83782  1.78626
H  -1.03944  3.00328  1.83389

The following is a DFT calculation (ωB97M-V with the def2-TZVPD basis set) of a cluster of 2 separate species, C2H8O2S2Si in total at a distorted geometry.

Summary:
* highest occupied orbital energy: -8.805 eV
* energy above the lowest of the compared OMol25 structures with the same formula, charge and spin: 56.9 kcal per mole
* E: -1317.3329 a.u.
* Kohn-Sham gap: 8.697 eV
* E_LUMO: -0.11 eV
* net charge: 0
* strongest force on any atom: 0.080 Eh/bohr

Geometry (Å):
C  0.49679  -0.85815  2.20172
C  0.30097  2.11981  -1.34171
O  0.54670  -1.50515  0.98797
O  -0.60620  1.24780  -0.83737
Si  -0.69487  -0.36588  -0.80301
S  -2.63621  -0.82792  -0.15996
S  0.45075  -1.16064  -2.48042
H  -0.10551  -1.32062  3.07130
H  0.14134  0.18573  1.95221
H  1.50979  -0.67080  2.59628
H  0.07721  2.27374  -2.37304
H  1.15816  1.60935  -1.24137
H  0.33027  3.01436  -0.77182
H  -2.17454  -1.64069  0.84268
H  1.20534  -2.10096  -1.64347

The following is a DFT calculation (ωB97M-V with the def2-TZVPD basis set) of an isolated molecule of C2H8O2SSi2 at a distorted geometry.

Summary:
* highest occupied orbital energy: -7.995 eV
* energy above the lowest of the compared OMol25 structures with the same formula, charge and spin: 119.2 kcal per mole
* E: -1208.4830 a.u.
* SMILES: C=C[S@](=O)(=[SiH2])O[SiH3]
* Kohn-Sham gap: 7.982 eV
* E_LUMO: -0.01 eV
* net charge: 0
* strongest force on any atom: 0.068 Eh/bohr

Geometry (Å):
C  1.83149  -1.28875  0.98429
C  0.73051  -1.57077  0.25154
S  0.29042  -0.19049  -0.91164
O  0.36979  -0.89906  -2.17538
Si  1.02576  1.95700  -1.71111
O  -1.09398  0.05858  -0.32867
Si  -2.41871  0.60963  0.59734
H  2.39017  -1.91441  1.74869
H  2.43608  -0.48062  0.74744
H  0.11653  -2.49417  0.36103
H  2.28970  1.54778  -1.05740
H  0.52240  2.86774  -0.63418
H  -2.37305  -0.53963  1.44311
H  -3.64481  0.37110  -0.20391
H  -2.47232  1.96607  0.88884

The following is a DFT calculation (ωB97M-V with the def2-TZVPD basis set) of a structure of composition C2H8O2Tl at a distorted geometry.

Summary:
* highest occupied orbital energy (alpha / beta): -18.252 / -17.063 eV
* E: -403.1591 a.u.
* Kohn-Sham gap (alpha / beta): 9.922 / 2.210 eV
* E_LUMO (alpha / beta): -8.33 / -14.85 eV
* net charge: +2
* spin multiplicity: 2
* strongest force on any atom: 0.059 Eh/bohr

Geometry (Å):
Tl  -0.01652  0.18183  0.23460
C  -3.84658  1.07804  0.25264
O  -2.95425  -0.04672  0.21931
H  -4.87009  0.83900  -0.03612
H  -3.98566  1.33603  1.30249
H  -3.49264  1.99706  -0.21451
H  -3.53235  -0.77256  0.46538
C  3.91119  -1.07133  -0.50590
O  2.91514  -0.12407  -0.03163
H  4.04309  -0.99706  -1.58535
H  4.88618  -1.02822  -0.02050
H  3.61880  -2.10042  -0.29712
H  3.32368  0.70841  0.21671

The following is a DFT calculation (ωB97M-V with the def2-TZVPD basis set) of a cluster of 3 separate species, C2H8O3 in total at a distorted geometry.

Summary:
* highest occupied orbital energy (alpha / beta): -14.783 / -14.783 eV
* energy above the lowest of the compared OMol25 structures with the same formula, charge and spin: 26.3 kcal per mole
* E: -306.3335 a.u.
* Kohn-Sham gap (alpha / beta): 8.383 / 7.934 eV
* E_LUMO (alpha / beta): -6.40 / -6.85 eV
* net charge: +1
* spin multiplicity: 2
* strongest force on any atom: 0.051 Eh/bohr

Geometry (Å):
C  -1.64493  0.41146  -2.08778
C  -0.99263  -0.42853  -1.15641
O  -0.40518  0.09995  -0.19099
H  -2.65484  0.76829  -1.91374
H  -1.21020  0.71360  -3.03608
H  -0.64816  -1.44970  -1.36970
H  -0.06884  -0.56559  0.46699
H  0.74370  -1.56548  2.72113
H  1.56122  -1.28360  1.47373
O  0.75440  -1.00818  1.93474
H  1.36010  1.23123  0.31658
H  1.30328  1.56029  1.79648
O  1.90206  1.51628  1.04504

The following is a DFT calculation (ωB97M-V with the def2-TZVPD basis set) of a cluster of 2 separate species, C2H8OS in total at a distorted geometry.

Summary:
* highest occupied orbital energy: -8.408 eV
* energy above the lowest of the compared OMol25 structures with the same formula, charge and spin: 13.1 kcal per mole
* E: -554.3970 a.u.
* SMILES: CSC.O
* Kohn-Sham gap: 9.098 eV
* E_LUMO: 0.69 eV
* net charge: 0
* strongest force on any atom: 0.053 Eh/bohr

Geometry (Å):
C  -0.12192  1.40942  -0.52854
S  0.97215  0.09702  -1.11740
C  0.92000  -1.02547  0.26030
H  0.42208  2.14254  0.05588
H  -0.91073  0.92857  0.04370
H  -0.59496  1.86422  -1.39713
H  1.71492  -0.88700  1.00540
H  0.07414  -1.26216  0.91155
H  1.14952  -2.04458  -0.09056
O  -2.29801  -0.47247  1.86759
H  -2.40628  -1.26504  1.36052
H  -1.90764  -0.82382  2.65272

The following is a DFT calculation (ωB97M-V with the def2-TZVPD basis set) of a cluster of 2 separate species, C2H8OS in total at a distorted geometry.

Summary:
* highest occupied orbital energy: -8.955 eV
* energy above the lowest of the compared OMol25 structures with the same formula, charge and spin: 21.3 kcal per mole
* E: -554.3840 a.u.
* SMILES: CO.CS
* Kohn-Sham gap: 9.790 eV
* E_LUMO: 0.84 eV
* net charge: 0
* strongest force on any atom: 0.037 Eh/bohr

Geometry (Å):
C  1.40777  1.45533  1.33524
O  -0.04347  1.42018  1.37934
H  1.75520  0.57752  1.88262
H  1.71429  1.45037  0.30305
H  1.73688  2.28017  1.97179
H  -0.34625  1.96488  0.62681
C  -1.40135  -1.22677  -1.31974
S  0.06912  -1.77679  -0.44176
H  -2.15067  -0.99470  -0.56995
H  -1.72422  -1.98697  -2.02186
H  -1.25539  -0.31767  -1.90734
H  0.23809  -2.84554  -1.23821

The following is a DFT calculation (ωB97M-V with the def2-TZVPD basis set) of a cluster of 2 separate species, C2H8OS2 in total at a distorted geometry.

Summary:
* highest occupied orbital energy: -9.120 eV
* energy above the lowest of the compared OMol25 structures with the same formula, charge and spin: 5.9 kcal per mole
* E: -952.6041 a.u.
* SMILES: CCSS.O
* Kohn-Sham gap: 9.750 eV
* E_LUMO: 0.63 eV
* net charge: 0
* strongest force on any atom: 0.024 Eh/bohr

Geometry (Å):
C  0.00000  0.00000  0.00000
C  -0.07684  0.46842  1.47995
S  0.32847  -0.88250  2.62665
S  2.29098  -1.25763  2.32350
H  -0.26290  0.82623  -0.68179
H  -0.72900  -0.81605  -0.13868
H  1.00200  -0.37370  -0.27008
H  0.62395  1.31700  1.59934
H  -1.08425  0.81979  1.77509
H  2.17042  -2.25150  1.41786
O  0.48357  3.55755  -5.97587
H  -0.00313  3.93791  -5.20990
H  0.00980  2.71946  -6.17937

The following is a DFT calculation (ωB97M-V with the def2-TZVPD basis set) of a cluster of 2 separate species, C2H8OS2 in total at a distorted geometry.

Summary:
* highest occupied orbital energy: -9.032 eV
* energy above the lowest of the compared OMol25 structures with the same formula, charge and spin: 9.7 kcal per mole
* E: -952.5981 a.u.
* SMILES: CCSS.O
* Kohn-Sham gap: 9.446 eV
* E_LUMO: 0.41 eV
* net charge: 0
* strongest force on any atom: 0.028 Eh/bohr

Geometry (Å):
C  -0.93627  -1.36224  -1.28670
C  -0.26158  -0.01632  -0.88750
S  -1.46988  0.95764  0.06114
S  -0.38902  2.42041  1.04798
H  -1.37682  -1.27523  -2.27042
H  -1.70256  -1.57239  -0.53250
H  -0.25015  -2.19136  -1.14109
H  0.05039  0.51895  -1.77912
H  0.62699  -0.27804  -0.31801
H  -0.04683  3.37051  0.14911
O  1.85890  -0.58289  2.24903
H  2.19734  0.11331  1.66759
H  1.69949  -0.10234  3.04050

The following is a DFT calculation (ωB97M-V with the def2-TZVPD basis set) of a cluster of 2 separate species, C2H8OS2 in total at a distorted geometry.

Summary:
* highest occupied orbital energy (alpha / beta): -11.901 / -11.901 eV
* energy above the lowest of the compared OMol25 structures with the same formula, charge and spin: 41.0 kcal per mole
* E: -952.2396 a.u.
* Kohn-Sham gap (alpha / beta): 6.251 / 3.037 eV
* E_LUMO (alpha / beta): -5.65 / -8.86 eV
* net charge: +1
* spin multiplicity: 2
* strongest force on any atom: 0.034 Eh/bohr

Geometry (Å):
S  1.83097  2.88975  -6.57704
S  0.04190  2.12663  -6.69636
H  1.88820  2.94773  -5.22788
H  -0.54151  2.10888  -5.45176
C  -0.21700  -0.45900  2.87457
O  -1.40457  -0.05020  2.19427
C  -0.17923  -1.99598  2.89984
H  0.62870  -0.04284  2.31918
H  -0.16067  0.03293  3.83991
H  -1.36026  -0.33388  1.28695
H  0.47998  -2.32984  2.09133
H  0.15343  -2.50240  3.80211
H  -1.15993  -2.39178  2.64488